Record 1
The following is a quantum chemistry calculation of a cluster of 2 separate species, C6H12N2O2 in total at a distorted geometry, from OMol25.

Last column: Löwdin charge in e.
Element x y z (Å)
O  -0.228  2.565  1.550  -0.1335
O  -0.603  -4.373  -3.101  -0.0654
N  0.861  -2.277  -1.617  -0.1415
N  -1.748  0.099  1.079  0.1547
C  -0.269  -2.541  -0.705  -0.1174
C  0.631  -2.321  -3.050  -0.1986
C  0.214  -1.381  0.199  -0.2387
C  -0.776  -0.444  0.727  -0.1600
C  1.060  -0.943  -1.022  -0.1261
C  0.547  -3.726  -3.611  -0.2597
H  0.842  -1.736  1.026  0.1461
H  1.476  -1.814  -3.539  0.1297
H  0.569  -0.143  -1.600  0.1263
H  -1.245  -2.329  -1.169  0.1277
H  0.532  2.013  1.842  0.0320
H  0.503  -3.656  -4.710  0.1175
H  -0.679  -5.244  -3.498  0.0871
H  -1.108  2.091  1.738  0.0316
H  2.106  -0.672  -0.828  0.1171
H  -0.284  -3.542  -0.257  0.1198
H  1.459  -4.288  -3.347  0.1215
H  -0.290  -1.765  -3.317  0.1298

Properties
SMILES   N#CC1CN(CCO)C1.O
E_LUMO   0.68 eV
Energy relative to the best compared isomer or geometry (same formula, charge and spin)   229.4 kJ/mol

---

Record 2
The following is a quantum chemistry calculation of a cluster of 2 separate species, C4H15N2 in total, from OMol25.

Last column: Löwdin charge in e.
Element x y z (Å)
N  0.494  -0.752  0.877  -0.0500
N  -1.396  1.640  -1.578  -0.1634
C  -1.104  0.268  -1.929  -0.1588
C  -0.849  2.030  -0.288  -0.1504
C  1.366  -0.428  2.056  0.0176
C  0.986  -1.951  0.132  0.0029
H  2.399  -0.467  1.725  0.1082
H  1.080  0.534  2.467  0.1065
H  0.288  -2.214  -0.656  0.0973
H  1.209  -1.209  2.796  0.1093
H  0.242  1.917  -0.337  0.0782
H  -2.403  1.757  -1.544  0.1123
H  -1.264  1.477  0.569  0.0742
H  -0.027  0.142  -2.088  0.0811
H  0.483  0.044  0.233  0.0960
H  -1.039  3.093  -0.159  0.0922
H  -1.597  -0.013  -2.856  0.0908
H  -0.470  -0.890  1.180  0.1697
H  -1.430  -0.466  -1.164  0.0657
H  1.062  -2.777  0.833  0.1088
H  1.971  -1.733  -0.270  0.1117

Properties
E_LUMO   -3.28 eV
Net charge   +1
Energy relative to the best compared isomer or geometry (same formula, charge and spin)   133.4 kJ/mol

---

| no. | DFT total energy (hartree) |
| --- | --- |
| 1 | -495.75016 |
| 2 | -270.63526 |